ORCA calculation (wB97M-V/def2-TZVPD) on a structure of composition C15H22AsF6N5O7.

ORCA input file:
```
! RIJCOSX wB97M-V def2-TZVPD def2/J DEFGRID3
* xyz -2 1
As -0.039 0.671 0.488
F 0.367 1.276 2.158
F -0.728 -0.759 1.295
F -0.517 0.056 -1.099
F 0.925 2.032 -0.201
F 1.436 -0.261 0.499
F -1.570 1.619 0.386
O -3.908 1.291 -1.512
C -4.192 2.563 -1.795
O -5.230 2.808 -2.334
O -3.312 3.412 -1.646
H -3.019 1.482 -1.206
C -3.831 -0.010 2.618
N -3.142 1.248 2.954
O -2.183 1.231 3.765
O -3.561 2.199 2.340
H -3.127 -0.300 1.838
H -4.844 0.260 2.321
H -3.771 -0.433 3.621
C 0.852 -0.515 4.619
N 1.895 -1.133 5.493
O 2.537 -2.062 5.077
O 2.030 -0.661 6.619
H 0.495 -1.336 3.997
H 1.365 0.242 4.027
H 0.065 0.089 5.073
N -1.061 0.980 -4.895
C -1.514 0.965 -6.239
C -2.246 -0.190 -6.419
C -2.335 -0.868 -5.201
C -1.615 -0.148 -4.263
H -0.555 1.765 -4.510
H -1.141 1.698 -6.938
H -2.741 -0.538 -7.313
H -2.809 -1.809 -4.965
H -1.427 -0.368 -3.222
N 1.240 -3.995 -3.359
C 0.662 -5.110 -2.771
C 0.412 -4.788 -1.382
C 0.909 -3.455 -1.181
C 1.424 -2.952 -2.483
H 1.504 -3.952 -4.333
H 0.411 -5.968 -3.376
H 0.081 -5.370 -0.535
H 0.838 -2.752 -0.364
H 1.909 -2.060 -2.854
N 3.485 1.575 2.563
C 3.833 2.214 3.784
C 4.854 3.117 3.522
C 5.003 3.143 2.124
C 4.359 2.071 1.603
H 2.850 0.794 2.470
H 3.420 1.805 4.694
H 5.314 3.706 4.302
H 5.673 3.771 1.556
H 4.269 1.711 0.588
*
```

Calculated values
HOMO-LUMO gap, eV: 5.34
Highest occupied orbital energy, hartree: -0.043